Entry 1:
A single C4H7NO2S molecule. Source: the Open Molecules 2025 dataset; level of theory: ωB97M-V/def2-TZVPD.

```
15
Properties=species:S:1:pos:R:3:forces:R:3:nbo_charge:R:1
H -0.121 3.098 -0.453 0.43 -2.67 2.19 0.208
H -0.919 -2.173 0.847 0.26 0.25 0.33 0.472
N 1.881 -0.818 -0.385 9.70 0.16 -0.39 -0.761
C 0.670 -1.230 -0.222 -2.27 3.67 -0.13 0.039
C -0.101 2.115 0.308 -1.47 3.21 0.81 -0.287
O 0.056 0.991 -0.557 1.01 2.89 -0.28 -0.528
H -1.197 2.185 0.823 2.64 -0.61 -1.17 0.213
H 2.801 -1.505 -0.254 -3.82 1.99 -0.53 0.396
C -1.674 -0.669 -0.167 -0.65 -0.81 1.06 0.186
H 2.339 0.144 -0.567 -2.41 -1.91 0.54 0.433
H 0.739 2.269 1.193 -1.93 -0.70 -2.44 0.181
C -0.329 -0.214 -0.228 0.16 -3.89 0.45 0.055
S -3.143 0.075 -0.393 1.34 -0.39 -0.10 -0.129
H 0.639 -2.274 -0.197 -0.84 -1.22 0.14 0.219
O -1.639 -1.995 0.251 -2.15 0.05 -0.49 -0.699
```
Positions in Å, forces in eV/Å.

The highest occupied orbital energy is -7.787 eV. The value obtained for the lowest unoccupied orbital energy is 0.1 eV. As for the net charge: 0. The value obtained for the total energy is -759.9102 hartree. The structure (SMILES) is CO/C(=C\N)C(O)=S. The relative energy (zero: lowest compared OMol25 entry of this formula, charge and spin) is 436.83 kJ/mol.

Entry 2:
A single C4H7NO2S molecule. Source: the Open Molecules 2025 dataset; level of theory: ωB97M-V/def2-TZVPD.

```
15
Properties=species:S:1:pos:R:3:forces:R:3:nbo_charge:R:1
H -0.469 2.001 0.904 0.40 0.63 -0.50 0.254
H -1.162 0.621 -1.602 0.77 -0.20 -0.27 0.190
C 0.070 -1.667 -1.290 -1.47 -2.34 -3.00 -0.443
O 1.738 -0.578 2.953 0.23 -2.35 0.91 -0.854
H -0.004 -2.563 -0.679 0.02 0.33 0.68 0.233
S 1.197 0.401 2.082 3.15 -0.49 -1.17 1.822
C -0.271 0.741 -0.958 -1.01 -1.80 -1.87 -0.234
O 0.877 1.638 2.680 -1.47 2.79 0.91 -0.880
C -0.702 1.098 0.364 -3.34 -0.21 3.72 -0.516
N 0.469 -0.489 -0.657 -0.40 1.62 4.38 -0.334
H -1.844 1.066 0.384 1.23 -0.18 0.31 0.238
H 0.781 -2.088 -2.121 -0.94 1.42 1.20 0.217
H -0.987 -1.541 -1.783 1.75 -0.30 0.68 0.175
C -0.061 -0.099 1.026 -0.69 -0.74 -4.44 -0.085
H 0.367 1.461 -1.303 1.77 1.83 -1.54 0.217
```
Positions in Å, forces in eV/Å.

The highest occupied orbital energy (spin up / spin down) is -8.177 / -9.726 eV. The value obtained for the lowest unoccupied orbital energy (spin up / spin down) is 0.5 / -2.6 eV. As for the net charge: 0. The value obtained for the total energy is -759.7787 hartree. The relative energy (zero: lowest compared OMol25 entry of this formula, charge and spin) is 408.41 kJ/mol. The spin multiplicity is 3.

Entry 3:
C4H7NO2S2 as an isolated structure. Source: the Open Molecules 2025 dataset; level of theory: ωB97M-V/def2-TZVPD.

```
16
Properties=species:S:1:pos:R:3:forces:R:3:nbo_charge:R:1
H -1.175 -0.083 2.219 -1.35 1.06 -0.45 0.222
H 1.737 0.210 1.373 2.40 -1.66 0.73 0.217
H 1.292 -1.484 -1.042 -1.47 1.73 0.99 0.213
H 0.943 1.532 1.762 -1.32 -0.91 -1.03 0.245
O 0.240 2.179 -1.998 0.47 0.76 -0.09 -0.907
C 0.363 -0.843 -0.667 1.86 -2.40 -0.15 -0.183
C 0.762 0.513 1.273 -0.64 2.18 2.19 -0.251
S -0.445 1.221 -1.208 1.28 -0.99 -2.20 2.304
H -1.545 -0.614 -1.707 -0.07 -1.12 -0.58 0.255
H -0.016 -0.923 -2.726 0.27 0.17 -2.00 0.248
C -0.224 -0.445 1.953 0.36 -0.74 -1.49 -0.521
O -1.751 1.525 -0.760 -0.99 0.26 1.16 -0.917
N 0.614 0.482 -0.129 -0.59 0.36 -1.73 -0.652
S -0.342 -1.797 0.712 -0.59 -0.37 0.26 0.165
C -0.481 -0.507 -1.896 -0.97 1.85 3.43 -0.670
H 0.027 -0.965 2.840 1.35 -0.17 0.96 0.233
```
Positions in Å, forces in eV/Å.

The highest occupied orbital energy is -9.064 eV. The value obtained for the lowest unoccupied orbital energy is 0.7 eV. As for the net charge: 0. The value obtained for the total energy is -1158.1382 hartree. The relative energy (zero: lowest compared OMol25 entry of this formula, charge and spin) is 181.26 kJ/mol.